DFT (ωB97M-V/def2-TZVPD) results for a molecular structure, C32H63INO14S2 in a non-equilibrium geometry.

Each line ends with the Löwdin charge.
Atoms and positions in Å:
C (-0.64514, 0.10437, 0.79200)  0.014
C (0.48063, -0.39687, -0.07142)  -0.509
O (1.05184, -1.43817, 0.12743)  0.107
O (0.80730, 0.35160, -1.16105)  -0.041
C (1.36121, 1.65352, -0.87920)  -0.167
C (1.40544, 2.46620, -2.17366)  -0.155
C (0.81530, 3.89345, -2.12633)  -0.201
C (1.12883, 4.67960, -0.84445)  -0.186
C (0.06220, 4.69557, 0.28484)  -0.206
C (-1.22453, 3.89979, 0.06698)  -0.293
S (-2.53528, 4.88079, -0.65053)  0.471
O (-2.58671, 6.08412, 0.15267)  -0.337
O (-2.25641, 5.05366, -2.06005)  -0.360
N (-3.85790, 4.03041, -0.32913)  -0.364
S (-4.50076, 3.02938, -1.37342)  0.130
O (-5.31724, 2.09512, -0.63630)  -0.423
O (-5.10927, 3.67513, -2.50783)  -0.412
I (-2.78830, 1.57692, -2.39208)  0.613
H (-1.54754, -0.43797, 0.50394)  0.098
H (-0.81546, 1.16119, 0.61460)  0.048
H (-0.38180, -0.07246, 1.82781)  0.062
H (0.81109, 2.15124, -0.08140)  0.095
H (2.37680, 1.47952, -0.51031)  0.132
H (0.94642, 1.89315, -2.97990)  0.110
H (2.46157, 2.58136, -2.43941)  0.105
H (1.29502, 4.42681, -2.95376)  0.106
H (-0.24750, 3.90148, -2.36608)  0.068
H (1.30309, 5.71908, -1.13464)  0.102
H (2.09051, 4.32816, -0.45411)  0.105
H (0.52395, 4.30636, 1.19868)  0.103
H (-0.21154, 5.72494, 0.51915)  0.096
H (-1.10394, 2.99646, -0.52404)  0.001
H (-1.63364, 3.59530, 1.03358)  0.102
C (6.18232, -3.08539, 1.23538)  -0.040
C (5.03349, -2.35922, 0.56739)  -0.495
O (5.07368, -1.15930, 0.40575)  0.056
C (3.87184, -3.20538, 0.12205)  -0.022
H (6.95507, -2.37348, 1.50844)  0.061
H (5.83583, -3.59643, 2.13420)  0.084
H (6.60306, -3.82919, 0.55708)  0.082
H (3.43736, -3.71751, 0.98353)  0.091
H (4.21894, -3.94237, -0.60251)  0.049
H (3.11004, -2.58138, -0.33718)  0.063
C (5.45114, -6.54892, -3.43372)  -0.018
C (4.58942, -5.31687, -3.57543)  -0.491
O (4.16547, -4.72447, -2.61049)  0.062
C (4.30535, -4.85883, -4.98069)  -0.018
H (5.59306, -6.77708, -2.37950)  0.080
H (4.97338, -7.39756, -3.92610)  0.084
H (6.41844, -6.37405, -3.90768)  0.068
H (3.79524, -5.64423, -5.54095)  0.086
H (5.25111, -4.62033, -5.46773)  0.058
H (3.67778, -3.97058, -4.95623)  0.086
C (9.60228, -2.18966, 4.23963)  -0.022
C (9.71142, -3.09804, 3.03812)  -0.501
O (8.78860, -3.78815, 2.68035)  0.063
C (11.03182, -3.09379, 2.30303)  -0.025
H (8.61050, -2.28104, 4.67502)  0.083
H (10.35169, -2.46156, 4.98497)  0.082
H (9.77038, -1.15342, 3.94210)  0.086
H (11.83564, -3.40047, 2.97433)  0.082
H (11.25237, -2.09035, 1.93550)  0.084
H (10.98173, -3.78207, 1.46292)  0.079
C (-8.19457, 3.45116, -2.76732)  -0.028
C (-9.65110, 3.67209, -3.05854)  -0.496
O (-10.49098, 2.81408, -2.88564)  0.044
C (-10.03112, 5.03797, -3.58821)  -0.026
H (-8.02785, 2.44561, -2.39075)  0.086
H (-7.60313, 3.59445, -3.67186)  0.087
H (-7.84499, 4.16660, -2.02255)  0.091
H (-9.50286, 5.23286, -4.52250)  0.084
H (-9.74908, 5.80826, -2.86889)  0.087
H (-11.10386, 5.08575, -3.76465)  0.067
C (-1.82912, 0.04358, 5.67481)  -0.035
C (-1.12822, 1.09800, 4.85780)  -0.483
O (-0.98045, 0.98414, 3.66333)  0.067
C (-0.61293, 2.31044, 5.59914)  -0.023
H (-2.14844, -0.76657, 5.02764)  0.077
H (-1.15891, -0.35188, 6.43583)  0.074
H (-2.70206, 0.47259, 6.16953)  0.090
H (0.10677, 2.00469, 6.36061)  0.081
H (-1.43941, 2.82616, 6.09057)  0.083
H (-0.13177, 2.98940, 4.89922)  0.078
C (-1.30044, -4.49244, 7.98417)  -0.024
C (-2.36796, -3.74124, 7.22425)  -0.491
O (-2.27638, -2.55723, 7.00558)  0.066
C (-3.55362, -4.54453, 6.74705)  -0.022
H (-0.50556, -3.80767, 8.26893)  0.080
H (-1.72741, -4.94422, 8.88107)  0.082
H (-0.88628, -5.28630, 7.36081)  0.085
H (-4.06526, -4.99834, 7.59751)  0.083
H (-3.22166, -5.34018, 6.07838)  0.086
H (-4.24399, -3.89430, 6.21594)  0.083
C (8.23594, -3.00046, -4.02106)  -0.010
C (8.46256, -3.91659, -5.19828)  -0.491
O (7.60150, -4.67188, -5.58704)  0.055
C (9.81309, -3.84645, -5.86871)  -0.024
H (7.23180, -3.14318, -3.62802)  0.081
H (8.96269, -3.21372, -3.23540)  0.087
H (8.35520, -1.96013, -4.32728)  0.089
H (10.59855, -4.09146, -5.15214)  0.084
H (9.99103, -2.83781, -6.24445)  0.085
H (9.84730, -4.55065, -6.69631)  0.080
C (-13.17906, 4.49943, -1.54206)  -0.027
C (-14.31634, 5.13117, -2.30016)  -0.507
O (-14.29006, 6.28370, -2.66465)  0.061
C (-15.50480, 4.24239, -2.59130)  -0.029
H (-12.38753, 5.23003, -1.39444)  0.080
H (-13.52795, 4.14619, -0.56996)  0.087
H (-12.77586, 3.65246, -2.10122)  0.073
H (-15.93691, 3.87831, -1.65782)  0.081
H (-15.18977, 3.38231, -3.18395)  0.084
H (-16.25544, 4.80532, -3.14119)  0.077

Cartesian forces (eV/Å) of the 2 atoms listed first:
0.47 0.09 -0.41
0.16 -0.36 0.15

Net charge = -1
Calculated total energy = -3459.33004 Eh
Lowest unoccupied orbital energy = 1.6 eV
HOMO energy = -6.25 eV
Frontier orbital gap = 0.2885 Ha